No. 1
4 unconnected molecules or ions with the total composition C5H17NO2 in a non-equilibrium geometry, computed with ωB97M-V/def2-TZVPD.

ΔE to the lowest compared entry with this formula, charge and spin, kJ/mol: 719.9
Max |F|, eV/A: 2.96
Spin multiplicity: 1
HOMO, eV: -8.653
Kohn-Sham gap, Eh: 0.2422
DFT total energy, eV: -11038.7955

```
25
C5H17NO2, DFT ωB97M-V/def2-TZVPD
C -1.1666 -2.1108 0.4094
C 0.0029 -1.1851 0.1660
N 0.3903 -0.3309 1.2715
C 0.4803 1.0896 0.8697
C -0.7523 1.9101 0.9762
C 1.4674 -0.7197 2.1227
H -0.9176 -2.8929 1.1277
H -1.4239 -2.6473 -0.5184
H -2.0882 -1.5982 0.6621
H 0.8653 -1.7559 -0.2140
H -0.2663 -0.3594 -0.6307
H 1.3263 1.6865 1.2618
H 0.6816 1.0526 -0.1971
H -1.6506 1.4098 0.5769
H -1.0537 2.2921 1.9618
H -0.6755 2.8098 0.3739
H 2.4780 -0.7621 1.5818
H 1.6382 0.0409 2.8772
H 1.2367 -1.7255 2.4933
H 0.0096 -0.6938 -3.4840
H -1.0040 0.1024 -1.0651
O -0.5222 -0.5667 -2.6975
H 0.4791 2.2589 -2.6406
H -0.3077 0.4514 -2.2723
O 0.1432 1.6486 -1.9832
```



No. 2
A molecular structure, C7H17NO4S in a non-equilibrium geometry, computed with ωB97M-V/def2-TZVPD.

ΔE to the lowest compared entry with this formula, charge and spin, kJ/mol: 334.7
Max |F|, eV/A: 4.68
Spin multiplicity: 1
HOMO, eV: -9.887
Kohn-Sham gap, Eh: 0.3878
DFT total energy, eV: -28046.7918

```
30
C7H17NO4S, DFT ωB97M-V/def2-TZVPD
C 0.3513 1.8761 2.0195
C 2.5054 0.9967 1.1593
C -1.3533 0.0199 -3.1447
C -0.5031 -2.7867 0.3853
C 1.1374 0.6366 1.5822
C -0.7490 -0.3851 -1.7540
C -0.3679 0.7849 -0.8267
N 0.4597 -0.1293 0.5503
O -2.0941 -0.7027 0.8252
O -0.5501 -1.4325 2.5429
O 0.4828 -1.1056 -2.0895
O -1.3022 1.6658 -0.3483
S -0.7203 -1.1526 1.1647
H 0.2092 2.6615 1.1220
H -0.6432 1.5309 2.2704
H 0.9208 2.3461 2.9271
H 3.1053 1.1826 2.0731
H 2.5462 1.9008 0.3717
H 2.8875 0.1842 0.5572
H -0.6463 0.4750 -3.8137
H -2.2019 0.6041 -2.8895
H -1.7583 -0.9317 -3.6464
H -1.4426 -3.1396 0.1721
H 0.0132 -2.4099 -0.5333
H 0.0808 -3.3976 1.0055
H 1.2491 -0.0056 2.4736
H -1.3858 -1.1273 -1.4541
H 0.5802 1.3307 -1.2804
H 1.2607 -0.7735 -1.4742
H -2.0715 1.2839 0.0527
```



No. 3
A molecular structure, C4H9AuLiO4 in a non-equilibrium geometry, computed with ωB97M-V/def2-TZVPD.

ΔE to the lowest compared entry with this formula, charge and spin, kJ/mol: 0.0
Max |F|, eV/A: 4.13
Spin multiplicity: 3
Net charge: +1
HOMO (alpha / beta), eV: -12.224 / -13.493
Kohn-Sham gap (alpha / beta), Eh: 0.3177 / 0.2818
DFT total energy, eV: -16369.8411

```
19
C4H9AuLiO4, DFT ωB97M-V/def2-TZVPD
O 2.0036 0.9363 -1.9127
Li 3.3913 0.6787 -0.7033
O 2.2812 -0.3101 0.4123
C 1.7815 -1.5651 0.6492
O 0.3659 -1.6811 0.6968
C -0.3074 -1.1057 -0.4526
C -1.5068 -0.3461 0.0288
O -1.0654 1.0020 0.3647
C -2.0588 1.8909 0.8208
Au 0.7900 0.8003 -0.2950
H 2.1487 -1.9925 1.6014
H 2.0868 -2.2460 -0.1776
H 1.6667 0.4868 -2.8288
H -0.3980 -1.9076 -1.1984
H -1.9786 -0.7572 0.9400
H -2.2694 -0.2634 -0.7623
H -1.5517 2.7671 1.2401
H -2.7041 2.2172 -0.0099
H -2.6754 1.3957 1.5865
```



No. 4
5 unconnected molecules or ions with the total composition C6H22O5 in a non-equilibrium geometry, computed with ωB97M-V/def2-TZVPD.

ΔE to the lowest compared entry with this formula, charge and spin, kJ/mol: 166.5
Max |F|, eV/A: 2.65
Spin multiplicity: 1
HOMO, eV: -9.566
SMILES: CCO.CCO.CCO.O.O
Kohn-Sham gap, Eh: 0.3751
DFT total energy, eV: -16814.8988

```
33
C6H22O5, DFT ωB97M-V/def2-TZVPD
C -1.8067 4.3457 -1.6216
C -1.9704 2.9888 -0.8936
O -0.9562 2.9801 0.0831
H -2.2601 5.2175 -1.1498
H -2.3907 4.2971 -2.5407
H -0.7697 4.5151 -1.9115
H -1.8344 2.1935 -1.6265
H -2.9195 2.8662 -0.3717
H -0.8483 2.0734 0.3796
C 4.2961 -2.7552 2.2827
C 3.8210 -1.3574 2.4362
O 2.7974 -0.8347 1.5598
H 4.3786 -3.1991 1.2906
H 3.5931 -3.3835 2.8297
H 5.2955 -2.8009 2.7155
H 4.7393 -0.7849 2.3051
H 3.7112 -1.2066 3.5102
H 3.0162 0.0744 1.3426
C -3.0474 -0.4357 -0.6365
C -2.5373 -0.9511 -1.9874
O -1.1333 -1.1105 -1.8183
H -2.6391 -1.0960 0.1285
H -4.1222 -0.4439 -0.4553
H -2.7436 0.6025 -0.5024
H -2.8112 -0.2388 -2.7657
H -3.1321 -1.8233 -2.2585
H -0.8372 -1.3976 -2.6852
O 1.1031 -2.9440 0.3526
H 0.4557 -3.1772 1.0181
H 1.7502 -2.4172 0.8215
O -0.1720 0.3137 0.3405
H 0.6257 -0.2130 0.2887
H -0.6515 0.1025 -0.4605
```



- Which of these has the highest DFT total energy?
  C5H17NO2